(1)
17
Properties=species:S:1:pos:R:3:forces:R:3 method="wB97M-V/def2-TZVPD" mol_weight_g_mol=131.20 charge=0 e_homo_ha=-0.316 spin_multiplicity=1
C -0.20956 -0.22264 -0.60039 3.10 3.56 1.22
C 0.78222 -1.15908 -0.01436 2.80 0.16 -1.07
C -0.14593 0.24147 1.91233 -1.15 -2.27 2.12
C -0.42281 0.79580 0.49002 -3.45 1.03 3.89
C 0.65956 1.04568 -1.13949 2.83 0.00 0.09
H -2.36103 -0.75514 -0.71730 4.60 0.44 -2.66
H -0.92436 -1.66025 -1.90149 -1.52 4.22 1.90
H 1.71066 -0.48488 -0.11784 -0.76 -1.97 0.74
H 0.90265 -2.02658 -0.65576 0.20 -0.20 -0.11
H 0.72397 0.63898 2.62145 -2.39 -0.05 -1.94
H -1.20522 0.12941 2.38510 2.25 0.17 -0.02
H -1.52222 1.46191 0.44571 2.65 -2.11 0.10
H 0.26059 1.70771 -1.93087 -0.20 -0.44 0.53
H 1.79476 0.89702 -1.23499 -1.65 -0.13 -1.03
N -1.20309 -0.54879 -1.41892 -6.81 -6.53 -1.92
O 0.62089 1.59311 0.20508 0.99 1.85 -2.02
S 0.53893 -1.65375 1.67172 -1.49 2.27 0.18

(2)
180
Properties=species:S:1:pos:R:3:forces:R:3 method="wB97M-V/def2-TZVPD" mol_weight_g_mol=1594.66 charge=0 e_homo_ha=-0.356 spin_multiplicity=1
C -14.97736 -8.40149 -5.47877 -0.15 -0.78 -0.61
C -15.62609 -9.75940 -5.85493 1.19 0.61 1.62
C -17.13021 -9.78760 -5.70589 -0.04 -0.50 0.90
O -17.59543 -10.21709 -6.96566 -0.37 -0.22 -0.82
C -16.54416 -10.55835 -7.74108 -1.02 -0.59 -3.39
O -16.63356 -11.04179 -8.87573 0.04 1.05 3.08
O -15.42090 -10.21420 -7.15964 1.38 0.09 -1.15
H -13.89187 -8.42145 -5.38177 -0.05 -0.38 -0.05
H -15.38642 -8.14235 -4.50223 -0.04 0.26 -0.09
H -15.19423 -7.64472 -6.23267 -0.33 0.09 0.15
H -15.18391 -10.55000 -5.24869 0.05 0.20 0.40
H -17.55750 -8.83827 -5.38293 -0.18 -0.10 -0.33
H -17.35479 -10.58347 -4.99580 -0.49 0.32 0.24
C -24.47965 -11.43295 -9.28104 0.23 0.79 0.53
C -23.97885 -9.97306 -9.36441 -0.96 -1.43 -0.46
C -24.54902 -9.14811 -10.51197 0.71 0.36 -0.03
O -24.88468 -7.91878 -9.88528 -0.33 0.85 -0.27
C -24.79407 -7.99520 -8.55899 0.77 0.41 0.74
O -24.97908 -7.07794 -7.80014 -0.06 -1.19 -0.66
O -24.35834 -9.24033 -8.20864 -0.22 0.48 0.62
H -25.55971 -11.47610 -9.14066 -0.10 0.23 -0.20
H -24.05686 -11.91114 -8.39748 0.23 -0.05 -0.17
H -24.22074 -12.01315 -10.16672 0.14 0.08 0.00
H -22.89801 -9.92696 -9.49763 0.14 -0.23 0.58
H -25.43438 -9.44772 -11.07275 0.24 -0.58 0.16
H -23.66430 -8.99587 -11.13019 -0.62 0.37 -0.80
C -25.16802 -14.77276 -17.22639 -0.20 -0.29 -0.80
C -26.37625 -14.82732 -18.25605 0.33 0.52 2.86
C -27.25231 -16.09535 -18.03540 2.15 0.17 -1.78
O -28.52563 -15.59385 -17.74250 -0.86 -3.04 0.22
C -28.53535 -14.31661 -17.59200 -2.01 3.72 0.21
O -29.55289 -13.64056 -17.41042 2.64 -1.57 -0.13
O -27.28865 -13.83685 -17.71687 -0.17 1.17 -0.33
H -24.37495 -15.50714 -17.36728 -0.28 -0.39 -0.31
H -25.58153 -14.93780 -16.23147 -0.19 -0.13 -0.06
H -24.61017 -13.83877 -17.15875 -0.47 0.37 -0.47
H -26.18740 -14.54182 -19.29090 0.27 -0.28 0.11
H -26.75731 -16.72558 -17.29656 -0.78 0.00 0.45
H -27.26839 -16.62913 -18.98562 -0.41 -0.30 0.17
C -29.44426 -14.75776 -13.97997 -0.04 0.57 0.95
C -29.78176 -15.06176 -12.49350 -0.47 0.80 -2.66
C -31.04006 -15.90389 -12.36960 -1.14 2.39 -0.05
O -30.59057 -17.18575 -12.20255 0.05 -1.20 -0.15
C -29.27813 -17.16837 -11.99018 2.42 -3.63 1.16
O -28.65700 -18.21005 -11.74138 -1.30 3.16 -0.67
O -28.74621 -15.92802 -12.05599 -0.39 -0.62 1.02
H -30.11103 -13.99351 -14.37927 -0.28 -0.29 -0.18
H -29.44899 -15.67555 -14.56797 -0.11 0.09 -0.11
H -28.45846 -14.29452 -14.02155 0.16 -0.18 -0.02
H -29.94962 -14.11590 -11.97846 0.94 -0.34 0.52
H -31.67944 -15.74724 -13.23837 0.13 -0.54 -0.27
H -31.65258 -15.56400 -11.53449 0.07 -0.32 0.42
C -20.91616 -7.90161 -7.78124 0.42 0.51 1.42
C -20.24416 -7.56690 -9.07288 1.14 0.05 1.68
C -19.24323 -8.54302 -9.63217 2.25 -1.71 1.68
O -19.56821 -8.71651 -10.96994 -0.42 0.63 -0.59
C -20.73104 -8.08946 -11.15619 -1.26 -0.52 -1.58
O -21.23689 -8.05435 -12.24279 -0.39 0.36 0.75
O -21.25988 -7.63074 -9.97790 -1.19 -0.16 -3.90
H -21.16668 -8.95729 -7.67697 0.05 0.01 -0.20
H -21.81659 -7.29405 -7.69073 -0.14 -0.11 -0.16
H -20.31592 -7.58607 -6.92786 0.23 -0.23 0.12
H -19.79627 -6.57371 -9.10584 -0.14 0.32 0.31
H -19.23538 -9.52802 -9.16546 -0.59 -0.12 0.30
H -18.18489 -8.28649 -9.58503 -0.07 0.71 0.12
C -17.95109 -14.65070 -7.51776 0.34 -0.13 0.57
C -19.14951 -14.02591 -6.77791 1.75 -1.74 -0.31
C -18.95329 -12.90588 -5.77208 0.27 -1.89 1.11
O -19.83118 -11.91718 -6.20771 0.16 1.68 0.50
C -20.25281 -12.21003 -7.41658 -2.26 1.57 -3.07
O -20.92585 -11.52600 -8.17634 1.00 -0.28 1.80
O -19.88426 -13.40944 -7.79354 -0.53 -0.87 -0.42
H -17.33521 -13.88705 -7.99278 -0.12 0.17 -0.11
H -18.28326 -15.36328 -8.27273 -0.40 0.28 -0.16
H -17.28248 -15.26150 -6.91114 -0.09 0.20 0.54
H -19.68621 -14.80912 -6.24251 -0.52 -0.17 -0.64
H -17.89970 -12.65810 -5.64304 -0.11 0.76 -0.22
H -19.35263 -13.29699 -4.83631 0.36 0.41 0.31
C -18.99101 -13.54275 -17.58734 1.70 0.48 -0.04
C -19.07589 -14.78647 -16.73862 0.18 1.38 -0.14
C -19.40751 -14.43556 -15.27541 2.35 0.65 -0.52
O -20.52954 -15.15129 -14.98444 -2.88 -1.46 -0.19
C -21.07269 -15.66922 -16.10852 -0.71 -0.87 -1.58
O -22.12010 -16.27091 -16.21015 1.72 1.17 0.56
O -20.22994 -15.42432 -17.19846 -2.16 -1.57 1.66
H -18.04532 -13.04108 -17.38216 0.25 0.07 0.07
H -19.73302 -12.78444 -17.33736 -0.41 -0.40 -0.23
H -18.94385 -13.80165 -18.64509 -0.41 0.09 0.02
H -18.20929 -15.43911 -16.84431 -0.01 -0.04 -0.07
H -19.57563 -13.35921 -15.23902 -0.02 -0.25 0.61
H -18.65565 -14.78708 -14.56885 0.29 0.57 -0.06
C -26.16749 -17.47898 -9.58582 -0.86 -0.68 0.37
C -25.92446 -19.00022 -9.86443 -1.04 1.86 -0.05
C -24.46973 -19.32083 -9.88183 0.19 -0.15 0.57
O -24.40077 -20.47177 -9.02490 2.34 -0.49 -0.98
C -25.56872 -20.85386 -8.54336 -0.26 0.14 1.08
O -25.72554 -21.80156 -7.81140 -0.23 1.16 -1.11
O -26.47119 -19.92149 -8.90319 -1.18 0.14 0.05
H -27.23612 -17.26793 -9.54625 -0.12 -0.18 -0.24
H -25.76860 -16.89017 -10.41183 0.15 -0.21 -0.16
H -25.77785 -17.03320 -8.67064 0.46 -0.60 0.13
H -26.41166 -19.15551 -10.82705 -0.11 -0.45 0.07
H -23.90779 -18.50656 -9.42435 0.31 -0.20 0.00
H -24.12245 -19.50124 -10.89916 0.32 -0.45 0.23
C -11.81024 -17.36702 -11.21552 -0.21 0.02 -0.34
O -13.06939 -16.75716 -11.18155 -1.10 0.20 1.30
C -13.62261 -16.56167 -9.85323 -0.14 0.71 -1.13
C -15.00591 -15.87165 -10.06442 0.28 -1.23 0.80
O -15.02327 -14.72086 -10.82318 0.40 1.96 -0.20
C -14.54659 -13.51449 -10.14753 1.24 -0.21 -1.45
C -14.27295 -12.41755 -11.21329 -0.43 -0.71 -0.80
O -13.47401 -12.80162 -12.33357 -0.90 -0.29 -0.02
C -12.16184 -13.19179 -12.09154 0.54 -0.35 -0.26
H -11.82141 -18.38689 -10.83103 -0.06 -0.17 0.17
H -11.07258 -16.78454 -10.66354 0.24 0.08 0.01
H -11.57812 -17.40456 -12.27986 0.40 -0.03 0.13
H -12.91310 -15.99467 -9.25057 0.09 0.34 0.04
H -13.78022 -17.50174 -9.32452 -0.09 -0.30 -0.11
H -15.58218 -15.68392 -9.15845 0.50 -0.10 0.83
H -15.60596 -16.66026 -10.51843 -0.10 0.29 -0.78
H -13.56556 -13.68003 -9.70224 -0.04 -0.52 0.46
H -15.22484 -13.10319 -9.39993 -0.28 -0.24 0.00
H -13.81579 -11.50382 -10.83354 -0.20 -0.02 0.79
H -15.24273 -12.17645 -11.64862 0.06 0.24 -0.12
H -11.71310 -13.50518 -13.03416 -0.23 0.16 -0.24
H -12.07007 -14.08355 -11.47149 -0.13 0.05 0.48
H -11.54402 -12.36879 -11.73230 0.06 0.13 0.43
C -25.82702 -14.55583 -12.19213 -0.08 0.74 -1.55
O -24.53896 -15.07409 -12.45965 0.35 -1.05 0.88
C -23.78792 -14.41704 -13.45703 -0.20 0.22 0.30
C -23.15292 -13.11658 -13.01204 -0.05 -0.83 0.00
O -22.09480 -13.32442 -12.07309 0.26 1.36 -0.19
C -21.36360 -12.10690 -11.73375 1.27 -1.21 -0.36
C -19.97611 -12.47652 -11.12505 -1.36 -0.25 -0.25
O -19.18024 -13.17428 -12.06742 0.11 0.08 0.33
C -17.96132 -13.63599 -11.49904 0.36 -0.16 -0.20
H -26.44257 -14.76700 -13.06655 -0.32 -0.12 -0.09
H -25.78183 -13.46759 -12.14978 -0.05 0.22 0.45
H -26.36285 -14.95953 -11.33305 0.75 -0.21 0.13
H -24.38586 -14.15647 -14.33034 -0.61 0.09 -0.06
H -23.04038 -15.08668 -13.88230 0.15 -0.30 0.53
H -23.93310 -12.48176 -12.59202 0.05 0.40 0.04
H -22.86064 -12.75346 -13.99735 0.76 0.85 0.25
H -21.89331 -11.41466 -11.07929 -0.32 -0.36 0.42
H -21.09666 -11.50481 -12.60226 -0.36 -0.25 -0.52
H -20.07789 -13.10422 -10.23975 -0.12 0.12 0.19
H -19.53114 -11.52188 -10.84444 0.34 0.10 0.16
H -17.34119 -13.96612 -12.33243 0.14 0.19 0.15
H -18.01327 -14.47096 -10.80030 -0.85 -0.49 -0.09
H -17.43899 -12.91133 -10.87442 0.04 0.74 -0.41
C -23.63927 -9.48261 -15.07939 -0.06 0.05 -0.63
Cl -23.62525 -10.99689 -16.02196 0.07 0.24 -0.27
Cl -24.97841 -9.56125 -13.92160 0.53 0.11 0.22
H -22.62046 -9.37058 -14.70847 -0.45 -0.04 0.80
H -23.85111 -8.62203 -15.71392 -0.03 -0.38 -0.18
C -19.99239 -16.73806 -12.35422 0.14 -0.12 0.62
Cl -19.12500 -17.30835 -10.88429 0.17 0.09 -0.44
Cl -21.56184 -17.55800 -12.43222 0.03 0.24 -0.21
H -20.12322 -15.66331 -12.22808 -0.15 -0.13 -0.24
H -19.40278 -16.99702 -13.23364 -0.16 0.04 0.23
C -29.38260 -10.81838 -11.09659 0.07 0.01 0.87
Cl -27.88713 -11.76625 -11.32614 -0.30 0.40 -0.11
Cl -30.79305 -11.89510 -11.00304 -0.07 0.31 -0.33
H -29.35305 -10.35316 -10.11130 0.31 -0.06 -0.19
H -29.48449 -10.03187 -11.84434 -0.06 -0.54 -0.21
C -25.02489 -18.20353 -13.59203 0.74 0.21 1.09
Cl -26.51018 -17.59308 -14.21626 -0.78 0.60 -0.74
Cl -24.92648 -19.95186 -13.78452 0.27 -0.15 -0.02
H -24.15577 -17.69611 -14.01067 -0.20 -0.25 -0.38
H -25.03116 -17.96589 -12.52827 0.04 -0.20 -0.04
C -18.09397 -10.53770 -14.52499 0.13 -0.21 0.07
Cl -16.98651 -11.97123 -14.59413 -0.67 0.75 0.01
Cl -19.81059 -10.91285 -14.90141 0.66 0.24 -0.01
H -18.06325 -10.12296 -13.51744 -0.02 -0.26 -0.14
H -17.73466 -9.80410 -15.24666 -0.13 -0.28 0.05
C -22.35411 -15.10241 -9.55430 0.49 -0.07 -0.20
Cl -21.58516 -16.39963 -8.58587 -0.18 -0.05 -0.35
Cl -23.96819 -14.80558 -8.98872 -0.67 0.48 0.63
H -21.67869 -14.25720 -9.42191 -0.53 0.09 -0.11
H -22.53941 -15.33138 -10.60375 0.80 -0.42 0.12

(3)
13
Properties=species:S:1:pos:R:3:forces:R:3 method="wB97M-V/def2-TZVPD" mol_weight_g_mol=178.51 charge=0 e_homo_ha="-0.319 / -0.336" spin_multiplicity=1
C 3.44885 -2.89220 -1.16684 -1.30 1.26 3.34
C 0.00626 0.24269 0.01000 0.35 -0.26 -0.10
C 1.14972 -2.04224 -0.21472 1.06 -1.37 -0.71
C 1.30814 -0.53557 -0.11245 -0.10 0.56 -0.07
O 4.35456 -2.91443 -0.42953 -0.02 -0.22 -0.78
F 0.29859 -2.43956 -1.18304 0.35 0.43 0.48
F 0.83954 -2.66811 0.92666 0.12 0.51 -0.42
F 2.13114 -0.26013 0.93099 -0.16 -0.21 0.20
F 1.99163 -0.11924 -1.22354 -0.29 -0.18 -0.14
Cl 3.16983 -3.22907 -2.74752 0.01 -0.50 -1.89
H -0.67537 -0.06387 -0.78065 -0.01 0.02 0.00
H 0.22314 1.30408 -0.08598 0.04 0.01 0.03
H -0.44115 0.04592 0.97938 -0.05 -0.05 0.07